(1)
C54H44BiN4O2P3S3Te as an isolated structure in a non-equilibrium geometry, computed with the ωB97M-V functional and the def2-TZVPD basis.

- Lowest unoccupied orbital energy: -0.8 eV
- HOMO level: -6.859 eV
- Gap between HOMO and LUMO: 6.010 eV
- Calculated total energy: -140268.260 eV
- 2S+1: 1

Atoms and positions in Å:
Bi -2.130 -0.666 0.013
Te 0.228 -3.900 0.657
C 0.718 -5.073 -1.137
C -0.052 -6.140 -1.391
C 0.206 -6.823 -2.551
N 1.069 -6.561 -3.505
C 1.893 -5.478 -3.165
C 1.730 -4.749 -2.026
C 1.272 -2.137 0.078
P 0.343 -1.063 -0.975
C 1.226 0.375 -1.678
C 0.597 1.613 -1.996
C 1.170 2.719 -2.548
C 2.543 2.730 -2.629
C 3.239 1.567 -2.305
C 2.617 0.469 -1.767
C -0.194 -1.945 -2.434
C -1.379 -2.764 -2.561
C -1.768 -3.263 -3.771
C -0.920 -3.101 -4.867
C 0.259 -2.443 -4.767
C 0.582 -1.858 -3.530
P 2.038 -1.526 1.568
C 3.663 -2.394 1.713
C 4.319 -2.306 2.904
C 5.399 -3.121 3.071
C 5.783 -4.022 2.105
C 5.080 -4.133 0.987
C 3.921 -3.379 0.810
C 2.561 0.252 1.390
C 1.560 1.239 1.219
C 1.842 2.562 1.258
C 3.137 2.995 1.447
C 4.174 2.035 1.522
C 3.890 0.693 1.495
H -0.914 -6.431 -0.754
H -0.439 -7.660 -2.753
H 2.577 -5.215 -3.958
H 2.236 -3.821 -1.832
H -0.503 1.700 -1.778
H 0.578 3.604 -2.713
H 3.092 3.640 -2.919
H 4.333 1.577 -2.261
H 3.240 -0.418 -1.472
H -2.014 -2.920 -1.684
H -2.750 -3.740 -3.815
H -1.015 -3.673 -5.819
H 0.934 -2.250 -5.554
H 1.506 -1.357 -3.509
H 3.957 -1.620 3.650
H 5.793 -3.038 4.106
H 6.644 -4.736 2.251
H 5.364 -4.833 0.225
H 3.396 -3.499 -0.089
H 0.528 0.980 1.002
H 1.006 3.226 1.147
H 3.445 3.997 1.579
H 5.228 2.372 1.603
H 4.705 0.015 1.518
O -2.372 3.338 1.436
C -2.497 2.109 1.384
O -2.090 1.501 0.303
C -3.092 1.325 2.529
P -1.835 0.021 2.965
C -0.653 0.961 3.983
C 0.200 0.080 4.705
C 1.237 0.550 5.449
C 1.402 1.940 5.597
C 0.591 2.811 4.928
C -0.402 2.333 4.075
C -2.841 -1.119 4.030
C -3.084 -2.390 3.497
C -4.116 -3.150 3.980
C -4.891 -2.741 5.053
C -4.592 -1.544 5.720
C -3.572 -0.720 5.146
H -4.026 0.813 2.253
H -3.405 1.905 3.375
H 0.098 -0.994 4.605
H 1.964 -0.110 5.900
H 2.212 2.354 6.141
H 0.923 3.894 5.005
H -1.031 3.059 3.569
H -2.530 -2.694 2.606
H -4.423 -4.013 3.407
H -5.787 -3.336 5.437
H -5.205 -1.091 6.426
H -3.356 0.258 5.543
C -2.434 0.181 -6.115
C -3.403 -0.949 -6.182
N -4.136 -1.834 -6.076
H -1.633 -0.106 -6.701
H -2.034 0.476 -5.147
H -2.851 0.996 -6.775
S -5.132 5.550 -0.896
C -4.361 4.156 -1.343
S -4.972 2.521 -1.303
C -3.492 1.906 -1.979
N -2.615 2.842 -2.231
N -3.088 4.066 -1.878
C -2.102 5.116 -1.877
C -1.565 5.573 -3.080
C -0.525 6.550 -2.874
C -0.136 6.963 -1.606
C -0.802 6.536 -0.463
C -1.700 5.533 -0.593
S -3.403 0.234 -2.194
H -1.926 5.261 -4.085
H -0.055 7.045 -3.737
H 0.741 7.628 -1.453
H -0.470 6.954 0.491
H -2.276 5.147 0.242

Results of the Löwdin charge analysis, in e, for atoms 1 through 5: atom 1 (Bi): 1.318, atom 2 (Te): 1.192, atom 3 (C): -0.496, atom 4 (C): -0.171, atom 5 (C): -0.196

(2)
ClH6O3Pd as an isolated structure in a non-equilibrium geometry, computed with the ωB97M-V functional and the def2-TZVPD basis.

- Lowest unoccupied orbital energy (alpha / beta): -5.6 / -8.8 eV
- HOMO level (alpha / beta): -14.285 / -14.279 eV
- Gap between HOMO and LUMO (alpha / beta): 8.659 / 5.484 eV
- Calculated total energy: -22229.602 eV
- Total charge: +1
- 2S+1: 3

Atoms and positions in Å:
Pd 0.303 1.905 -1.747
Cl -0.690 1.547 -0.170
O 0.961 -0.561 1.961
H 0.442 0.081 1.464
H 1.648 -0.914 1.448
O -2.344 -0.806 1.735
H -1.668 -1.337 1.345
H -2.298 -0.023 1.176
O 1.057 0.358 -2.240
H 1.208 -0.501 -1.840
H 1.381 0.250 -3.132

Results of the Löwdin charge analysis, in e, for atoms 1 through 5: atom 1 (Pd): 0.734, atom 2 (Cl): 0.340, atom 3 (O): -0.022, atom 4 (H): -0.059, atom 5 (H): 0.005

(3)
C60H50N6O3P2TeTl as an isolated structure, computed with the ωB97M-V functional and the def2-TZVPD basis.

- Lowest unoccupied orbital energy: 2.0 eV
- HOMO level: -4.410 eV
- Gap between HOMO and LUMO: 6.453 eV
- Calculated total energy: -108683.578 eV
- Total charge: -1
- 2S+1: 1

Atoms and positions in Å:
Tl 0.194 -0.772 -0.039
C 2.313 2.203 -0.528
N 2.502 0.885 0.019
C 3.708 0.202 -0.350
C 3.547 -0.638 -1.591
N 2.447 -1.224 -1.955
C 2.776 -1.984 -3.066
C 1.970 -2.798 -3.857
C 2.563 -3.448 -4.920
C 3.927 -3.290 -5.206
C 4.739 -2.476 -4.436
C 4.136 -1.833 -3.363
N 4.608 -0.953 -2.403
C 0.985 2.723 -0.083
N -0.021 1.965 0.223
C -1.050 2.821 0.572
C -2.364 2.532 0.912
C -3.211 3.599 1.148
C -2.757 4.924 1.069
C -1.447 5.225 0.737
C -0.611 4.148 0.475
N 0.705 4.054 0.059
H 3.101 2.921 -0.240
H 2.312 2.151 -1.626
H 2.284 0.814 1.015
H 4.564 0.884 -0.493
H 3.980 -0.469 0.470
H 0.910 -2.884 -3.656
H 1.958 -4.073 -5.564
H 4.352 -3.811 -6.054
H 5.790 -2.352 -4.665
H 5.548 -0.618 -2.300
H -2.704 1.505 0.977
H -4.245 3.407 1.407
H -3.450 5.732 1.270
H -1.104 6.249 0.656
H 1.318 4.813 -0.176
Te -3.554 1.195 -4.650
C -5.100 2.388 -3.789
C -6.405 1.910 -3.756
C -7.405 2.700 -3.207
N -7.198 3.910 -2.692
C -5.947 4.367 -2.739
C -4.882 3.663 -3.281
C -2.368 0.668 -3.000
P -0.644 0.974 -2.970
C 0.133 0.277 -4.488
C 1.505 0.465 -4.695
C 2.147 -0.046 -5.810
C 1.435 -0.803 -6.731
C 0.092 -1.062 -6.505
C -0.549 -0.531 -5.391
C -0.468 2.788 -3.291
C 0.530 3.401 -4.055
C 0.632 4.783 -4.132
C -0.269 5.596 -3.457
C -1.275 5.004 -2.708
C -1.364 3.622 -2.622
P -2.800 -0.625 -1.888
C -3.126 -2.112 -2.930
C -2.060 -3.004 -3.057
C -2.123 -4.088 -3.922
C -3.270 -4.304 -4.674
C -4.344 -3.432 -4.552
C -4.272 -2.346 -3.689
C -4.460 -0.263 -1.206
C -5.351 -1.269 -0.824
C -6.529 -0.963 -0.158
C -6.837 0.356 0.154
C -5.954 1.364 -0.206
C -4.781 1.054 -0.878
H -6.640 0.920 -4.125
H -8.425 2.331 -3.165
H -5.786 5.358 -2.324
H -3.896 4.107 -3.303
H 2.088 0.992 -3.946
H 3.212 0.111 -5.942
H 1.935 -1.222 -7.596
H -0.465 -1.686 -7.193
H -1.591 -0.778 -5.211
H 1.223 2.802 -4.629
H 1.410 5.226 -4.743
H -0.197 6.675 -3.529
H -1.995 5.617 -2.178
H -2.150 3.167 -2.029
H -1.166 -2.834 -2.465
H -1.281 -4.765 -4.004
H -3.328 -5.148 -5.350
H -5.240 -3.593 -5.140
H -5.112 -1.667 -3.612
H -5.122 -2.304 -1.051
H -7.211 -1.759 0.119
H -7.760 0.594 0.669
H -6.187 2.399 0.014
H -4.099 1.844 -1.169
O -0.114 -2.329 2.512
C -0.256 -1.372 3.560
C 0.969 -0.386 3.454
O 1.373 0.111 4.505
O 1.376 -0.177 2.279
C -1.549 -0.572 3.384
C -1.691 0.687 3.967
C -2.900 1.363 3.908
C -3.981 0.812 3.233
C -3.831 -0.406 2.590
C -2.627 -1.094 2.676
C -0.250 -2.094 4.907
C 0.265 -3.383 4.999
C 0.295 -4.058 6.213
C -0.184 -3.451 7.362
C -0.687 -2.159 7.282
C -0.719 -1.490 6.071
H -0.829 -2.970 2.592
H -0.843 1.129 4.478
H -2.987 2.341 4.365
H -4.921 1.347 3.167
H -4.645 -0.817 2.006
H -2.538 -2.034 2.143
H 0.666 -3.860 4.114
H 0.702 -5.061 6.256
H -0.163 -3.974 8.310
H -1.057 -1.665 8.173
H -1.109 -0.483 6.033

Results of the Löwdin charge analysis, in e, for atoms 1 through 5: atom 1 (Tl): 0.807, atom 2 (C): -0.134, atom 3 (N): -0.108, atom 4 (C): -0.140, atom 5 (C): -0.308

(4)
One molecule with the formula C4H11N3O in a non-equilibrium geometry, computed with the ωB97M-V functional and the def2-TZVPD basis.

- Lowest unoccupied orbital energy: 0.8 eV
- HOMO level: -9.085 eV
- Gap between HOMO and LUMO: 9.908 eV
- Calculated total energy: -10843.073 eV
- 2S+1: 1
- Structure (SMILES): NCCCNC(N)=O

Atoms and positions in Å:
N -0.592 2.842 -1.637
C -0.100 2.194 -0.344
C 0.203 0.745 -0.837
C 0.323 -0.273 0.398
N 0.217 -1.626 -0.287
C 0.202 -2.581 0.808
N -0.720 -2.531 1.814
O 1.118 -3.394 0.796
H -0.370 3.867 -1.458
H 0.000 2.589 -2.412
H -0.704 2.090 0.455
H 0.810 2.672 0.202
H -0.568 0.380 -1.547
H 1.199 0.754 -1.335
H 1.163 -0.274 1.128
H -0.634 -0.239 0.998
H 0.852 -1.905 -0.982
H -1.636 -1.932 1.772
H -0.762 -3.378 2.470

Results of the Löwdin charge analysis, in e, for atoms 1 through 5: atom 1 (N): -0.025, atom 2 (C): -0.270, atom 3 (C): -0.194, atom 4 (C): -0.174, atom 5 (N): 0.018

(5)
C40H39CaN5O10 as an isolated structure, computed with the ωB97M-V functional and the def2-TZVPD basis.

- Lowest unoccupied orbital energy: -0.6 eV
- HOMO level: -8.012 eV
- Gap between HOMO and LUMO: 7.366 eV
- Calculated total energy: -88481.574 eV
- 2S+1: 1

Atoms and positions in Å:
Ca 0.841 -1.423 0.706
O 1.756 -0.583 4.484
C 1.874 -1.334 3.520
O 2.275 -1.005 2.348
C 1.548 -2.832 3.711
C 2.369 -3.684 2.735
C 2.416 -5.145 3.181
C 0.978 -5.612 2.852
C 0.371 -4.338 2.262
O 1.501 -3.740 1.573
C 0.082 -3.307 3.357
C -0.914 -2.220 2.886
O -1.463 -1.532 3.742
O -1.093 -2.127 1.617
H 1.769 -3.074 4.750
H 3.317 -3.240 2.451
H 3.156 -5.700 2.604
H 2.670 -5.237 4.236
H 0.975 -6.418 2.118
H 0.425 -5.951 3.728
H -0.442 -4.480 1.557
H -0.369 -3.764 4.238
O -4.055 3.241 -3.669
C -3.564 2.949 -2.448
O -3.598 3.781 -1.579
C -2.964 1.599 -2.253
C -2.900 1.092 -0.955
C -2.258 -0.101 -0.693
C -1.645 -0.791 -1.738
C -1.716 -0.304 -3.040
C -2.381 0.886 -3.294
N -0.906 -1.958 -1.456
C -1.366 -3.076 -1.813
C -0.592 -4.316 -1.595
C -1.158 -5.547 -1.896
C -0.403 -6.691 -1.685
C 0.879 -6.552 -1.185
C 1.353 -5.274 -0.907
N 0.640 -4.175 -1.105
H -4.040 2.457 -4.231
H -3.356 1.655 -0.151
H -2.220 -0.512 0.309
H -1.217 -0.840 -3.837
H -2.381 1.273 -4.307
H -2.345 -3.178 -2.292
H -2.168 -5.601 -2.282
H -0.811 -7.669 -1.904
H 1.509 -7.413 -1.006
H 2.343 -5.130 -0.492
N -0.046 0.835 1.389
C -0.333 1.176 2.464
N -0.657 1.555 3.665
C -2.051 1.473 4.119
C -2.074 0.979 5.553
O -1.244 1.791 6.369
C 0.111 1.630 5.972
C 0.329 2.162 4.567
H -2.579 0.773 3.476
H -2.504 2.468 4.059
H -1.741 -0.062 5.577
H -3.086 1.051 5.951
H 0.398 0.577 6.003
H 0.720 2.197 6.676
H 1.323 1.890 4.220
H 0.200 3.250 4.552
C -0.949 6.965 -1.098
O -0.259 5.764 -1.421
C -0.275 5.364 -2.711
C -0.637 6.158 -3.791
C -0.622 5.626 -5.073
C -0.267 4.303 -5.287
C 0.073 3.500 -4.208
C 0.087 4.029 -2.928
N 0.299 3.241 -1.769
C 1.002 2.138 -1.593
C 2.025 1.570 -2.361
C 2.808 2.259 -3.333
C 3.904 1.674 -3.881
C 4.273 0.360 -3.478
C 3.566 -0.336 -2.550
C 2.387 0.225 -1.955
O 1.682 -0.408 -1.128
H -1.987 6.904 -1.428
H -0.454 7.832 -1.540
H -0.913 7.046 -0.015
H -0.935 7.185 -3.637
H -0.898 6.254 -5.909
H -0.264 3.891 -6.287
H 0.326 2.459 -4.354
H -0.288 3.523 -0.992
H 0.750 1.614 -0.675
H 2.554 3.274 -3.602
H 4.512 2.207 -4.599
H 5.154 -0.092 -3.919
H 3.857 -1.331 -2.238

Results of the Löwdin charge analysis, in e, for atoms 1 through 5: atom 1 (Ca): 1.423, atom 2 (O): 0.034, atom 3 (C): -0.628, atom 4 (O): -0.196, atom 5 (C): -0.092

(6)
One molecule with the formula C2H2N4O2 in a non-equilibrium geometry, computed with the ωB97M-V functional and the def2-TZVPD basis.

- Lowest unoccupied orbital energy: -1.2 eV
- HOMO level: -10.706 eV
- Gap between HOMO and LUMO: 9.544 eV
- Calculated total energy: -12157.094 eV
- 2S+1: 1
- Structure (SMILES): [H]/N=c1/[nH]c(=O)nno1

Atoms and positions in Å:
H -2.929 -0.148 0.321
N -2.142 -0.739 -0.162
C -0.996 -0.067 -0.155
N 0.337 -0.851 -0.319
C 1.553 -0.194 -0.064
O 2.618 -0.695 0.245
N 1.540 1.264 -0.437
N 0.557 1.907 -0.065
O -0.958 1.343 0.297
H 0.420 -1.819 0.338

Results of the Löwdin charge analysis, in e, for atoms 1 through 5: atom 1 (H): 0.102, atom 2 (N): 0.096, atom 3 (C): -0.354, atom 4 (N): 0.125, atom 5 (C): -0.491

(7)
A 4-piece molecular cluster, C3H13NO4 overall in a non-equilibrium geometry, computed with the ωB97M-V functional and the def2-TZVPD basis.

- Lowest unoccupied orbital energy: 0.5 eV
- HOMO level: -9.233 eV
- Gap between HOMO and LUMO: 9.746 eV
- Calculated total energy: -13001.688 eV
- 2S+1: 1
- Structure (SMILES): CCNC=O.O.O.O

Atoms and positions in Å:
C -0.325 -1.356 -2.166
C -0.592 -0.128 -1.241
N 0.626 0.486 -0.777
C 1.634 -0.192 -0.151
O 2.367 0.413 0.611
H 0.064 -2.157 -1.511
H 0.450 -1.112 -2.896
H -1.151 -1.803 -2.725
H -1.296 0.636 -1.582
H -1.067 -0.521 -0.340
H 0.732 1.485 -0.699
H 1.681 -1.281 -0.263
O -2.354 2.264 -0.111
H -3.039 2.415 0.567
H -1.670 2.854 0.202
O 0.811 2.075 2.104
H 1.770 2.187 2.252
H 0.894 1.110 2.005
O 0.170 -2.081 2.050
H -0.311 -2.372 2.820
H 0.608 -2.921 1.853

Results of the Löwdin charge analysis, in e, for atoms 1 through 5: atom 1 (C): -0.081, atom 2 (C): -0.247, atom 3 (N): 0.024, atom 4 (C): -0.347, atom 5 (O): -0.020

(8)
A 2-piece molecular cluster, C2H7ClOP overall in a non-equilibrium geometry, computed with the ωB97M-V functional and the def2-TZVPD basis.

- Lowest unoccupied orbital energy: -6.3 eV
- HOMO level: -15.615 eV
- Gap between HOMO and LUMO: 9.357 eV
- Calculated total energy: -26038.756 eV
- Total charge: +1
- 2S+1: 1

Atoms and positions in Å:
C 1.176 -1.212 -0.845
C -0.060 0.948 1.013
O 1.939 1.496 -0.882
P 1.097 0.502 -0.286
Cl -3.208 0.304 -0.425
H 0.462 -1.836 -0.317
H 2.189 -1.595 -0.693
H 0.982 -1.253 -1.918
H 0.141 0.368 1.915
H -1.089 0.712 0.703
H 0.027 2.014 1.227
H -3.656 -0.448 0.508

Results of the Löwdin charge analysis, in e, for atoms 1 through 5: atom 1 (C): -0.131, atom 2 (C): -0.156, atom 3 (O): -0.192, atom 4 (P): 0.963, atom 5 (Cl): 0.348